--- A ---
An isolated molecule of C4H6O2. Source: OMol25; level of theory: the ωB97M-V functional and the def2-TZVPD basis.

Results
SMILES: O=COC1CC1
LUMO: 1.026 eV
Orbital gap: 0.4186 Eh

Each line ends with the natural charge from an NBO analysis.
Positions of all 12 atoms, in Å:
O: 1.733 1.432 -0.105  -0.59
C: 1.992 0.264 -0.225  0.66
O: 1.186 -0.788 -0.051  -0.49
C: -0.170 -0.694 0.361  0.07
C: -1.236 -0.323 -0.618  -0.44
C: -0.955 0.563 0.571  -0.44
H: 2.982 -0.119 -0.519  0.12
H: -0.363 -1.526 1.029  0.20
H: -0.902 0.047 -1.583  0.23
H: -2.141 -0.923 -0.646  0.22
H: -0.474 1.512 0.383  0.26
H: -1.654 0.553 1.403  0.22


--- B ---
A structure of composition C4H6O2. Source: OMol25; level of theory: the ωB97M-V functional and the def2-TZVPD basis.

Results
LUMO: 0.838 eV
Orbital gap: 0.3550 Eh

Each line ends with the natural charge from an NBO analysis.
Positions of all 12 atoms, in Å:
O: -0.397 -0.130 2.063  -0.69
C: 0.294 0.205 0.899  0.07
C: 0.822 -0.891 -0.104  -0.41
C: 0.187 -0.078 -1.187  -0.34
C: -0.429 0.712 -0.305  0.27
O: -1.457 1.549 -0.525  -0.64
H: -1.233 -0.531 1.797  0.47
H: 1.124 0.853 1.199  0.19
H: 1.899 -1.000 -0.182  0.19
H: 0.339 -1.857 0.088  0.20
H: -1.577 1.240 -1.431  0.48
H: 0.393 0.006 -2.249  0.21


Tell me which of them is the least stable. Sure, it is B.


--- A ---
An isolated molecule of C2H4N4. Source: OMol25; level of theory: the ωB97M-V functional and the def2-TZVPD basis.

Results
LUMO (alpha / beta): -0.490 / 0.078 eV
Orbital gap (alpha / beta): 0.2924 / 0.3399 Eh

Each line ends with the natural charge from an NBO analysis.
Positions of all 10 atoms, in Å:
C: -0.282 -0.930 0.407  -0.31
C: 0.225 -0.102 -0.708  -0.03
N: 2.346 0.445 0.146  0.07
N: 2.701 -0.656 0.256  0.03
N: 1.265 0.922 -0.332  -0.41
N: 0.634 -1.417 -0.592  -0.36
H: 0.096 -0.700 1.400  0.19
H: -1.286 -1.340 0.401  0.20
H: -0.337 0.282 -1.546  0.21
H: 1.032 1.896 -0.193  0.41


--- B ---
An isolated molecule of C2H4N4. Source: OMol25; level of theory: the ωB97M-V functional and the def2-TZVPD basis.

Results
SMILES: Nc1c[nH]nn1
LUMO: 0.677 eV
Orbital gap: 0.3238 Eh

Each line ends with the natural charge from an NBO analysis.
Positions of all 10 atoms, in Å:
C: 0.737 0.143 0.014  0.23
C: -0.230 1.209 0.018  -0.20
H: 2.183 -1.004 0.445  0.43
H: 2.636 1.015 0.146  0.40
H: -0.172 2.383 -0.132  0.25
H: -2.540 0.776 0.434  0.42
N: 2.001 -0.064 -0.037  -0.79
N: -1.477 0.456 -0.073  -0.41
N: -1.295 -0.971 0.056  -0.02
N: 0.036 -1.032 -0.101  -0.31


Tell me which of them is the least stable. Sure, it is A.


--- A ---
A cluster of 2 separate species, C2H4N4 in total. Source: OMol25; level of theory: the ωB97M-V functional and the def2-TZVPD basis.

Results
LUMO: 0.804 eV
Orbital gap: 0.3441 Eh

Each line ends with the natural charge from an NBO analysis.
Positions of all 10 atoms, in Å:
N: 2.049 -0.289 -0.106  -0.79
C: 0.792 -0.287 0.308  0.45
N: -0.183 -1.044 0.247  -0.17
N: -1.404 -0.859 -0.087  -0.52
C: -1.429 1.280 0.011  0.12
N: -0.315 1.649 0.066  -0.45
H: 2.668 0.418 0.257  0.41
H: 2.287 -0.662 -1.015  0.39
H: -1.972 -1.563 0.390  0.34
H: -2.493 1.357 -0.071  0.23


--- B ---
An isolated molecule of C2H4N4. Source: OMol25; level of theory: the ωB97M-V functional and the def2-TZVPD basis.

Results
SMILES: Cn1cnnn1
LUMO: 0.651 eV
Orbital gap: 0.4075 Eh

Each line ends with the natural charge from an NBO analysis.
Positions of all 10 atoms, in Å:
C: -1.367 -0.234 0.030  -0.40
C: 0.798 0.862 0.099  0.14
H: -1.620 -0.636 0.985  0.23
H: -1.458 -0.790 -0.795  0.23
H: -1.796 0.790 -0.316  0.22
H: 0.559 1.800 -0.131  0.20
N: 0.009 -0.172 0.105  -0.17
N: 2.015 0.481 -0.005  -0.29
N: 2.068 -0.841 0.053  -0.05
N: 0.793 -1.261 -0.025  -0.10


Tell me which of them is the least stable. Sure, it is A.


--- A ---
An isolated molecule of C2H4N4. Source: OMol25; level of theory: the ωB97M-V functional and the def2-TZVPD basis.

Results
SMILES: Nc1cn[nH]n1
LUMO: 1.104 eV
Orbital gap: 0.3628 Eh

Each line ends with the natural charge from an NBO analysis.
Positions of all 10 atoms, in Å:
N: -1.811 0.186 -0.007  -0.81
C: -0.446 0.002 -0.128  0.26
C: 0.626 0.857 0.235  -0.14
N: 1.756 0.182 0.117  -0.21
N: 1.376 -0.992 -0.366  -0.18
N: 0.056 -1.161 -0.498  -0.30
H: -2.339 -0.521 -0.499  0.39
H: -2.147 1.120 -0.180  0.38
H: 0.613 1.877 0.594  0.21
H: 1.924 -1.812 -0.161  0.40


--- B ---
An isolated molecule of C2H4N4. Source: OMol25; level of theory: the ωB97M-V functional and the def2-TZVPD basis.

Results
SMILES: Cn1ncnn1
LUMO: 0.967 eV
Orbital gap: 0.4193 Eh

Each line ends with the natural charge from an NBO analysis.
Positions of all 10 atoms, in Å:
C: 1.161 -1.282 -0.690  0.12
C: -1.212 0.961 0.419  -0.42
N: 1.048 0.280 0.681  0.03
N: 1.871 -0.599 0.219  -0.32
N: -0.063 -0.917 -0.948  -0.30
N: -0.029 0.260 0.120  -0.01
H: 1.565 -2.116 -1.361  0.22
H: -1.017 1.992 0.076  0.22
H: -2.014 0.474 -0.075  0.24
H: -1.311 0.949 1.558  0.23


--- C ---
An isolated molecule of C2H4N4. Source: OMol25; level of theory: the ωB97M-V functional and the def2-TZVPD basis.

Results
LUMO: -0.319 eV
Orbital gap: 0.2730 Eh

Each line ends with the natural charge from an NBO analysis.
Positions of all 10 atoms, in Å:
N: 1.079 -0.169 -0.919  -0.71
C: -0.076 -0.064 -0.039  0.03
C: -0.869 -1.170 0.005  -0.29
N: -1.804 -0.797 0.981  -0.29
N: -1.570 0.380 1.466  -0.06
N: -0.464 0.877 0.868  -0.41
H: 1.999 -0.202 -0.470  0.42
H: 1.113 0.454 -1.731  0.42
H: 0.800 -1.139 -1.224  0.48
H: -0.208 1.831 1.064  0.41


--- D ---
An isolated molecule of C2H4N4. Source: OMol25; level of theory: the ωB97M-V functional and the def2-TZVPD basis.

Results
LUMO (alpha / beta): -1.038 / -1.036 eV
Orbital gap (alpha / beta): 0.2500 / 0.2500 Eh

Each line ends with the natural charge from an NBO analysis.
Positions of all 10 atoms, in Å:
C: -2.228 -0.051 -0.054  0.16
C: 2.013 -0.279 0.175  -0.07
N: -1.328 0.956 0.153  -0.52
N: -1.383 -1.045 -0.023  -0.45
N: -0.455 -0.110 0.279  0.05
N: 0.780 0.133 -0.135  -0.19
H: -3.319 0.054 -0.237  0.20
H: 2.756 0.441 -0.167  0.20
H: 2.321 -1.100 0.663  0.21
H: 0.844 1.002 -0.654  0.42


Tell me which of them is the least stable. Sure, it is D.


--- A ---
A cluster of 2 separate species, C2H4N4 in total. Source: OMol25; level of theory: the ωB97M-V functional and the def2-TZVPD basis.

Results
LUMO: 1.142 eV
Orbital gap: 0.4221 Eh

Each line ends with the natural charge from an NBO analysis.
Positions of all 10 atoms, in Å:
C: 1.065 -0.435 0.268  0.06
C: 2.362 -0.087 -0.139  -0.30
N: -2.177 -1.164 -0.044  -0.12
N: 1.318 0.798 0.363  -0.31
N: -2.642 -0.159 -0.145  0.27
N: -3.270 0.816 -0.302  -0.53
H: 0.350 -1.132 0.430  0.21
H: 2.543 0.079 -1.120  0.17
H: 3.275 -0.343 0.598  0.16
H: -2.823 1.628 0.090  0.38


--- B ---
An isolated molecule of C2H4N4. Source: OMol25; level of theory: the ωB97M-V functional and the def2-TZVPD basis.

Results
SMILES: Nc1nc[nH]n1
LUMO: 0.997 eV
Orbital gap: 0.3673 Eh

Each line ends with the natural charge from an NBO analysis.
Positions of all 10 atoms, in Å:
N: 1.950 -0.037 -0.411  -0.82
C: 0.589 -0.030 -0.118  0.44
N: -0.003 -0.941 0.637  -0.33
N: -1.304 -0.569 0.552  -0.36
C: -1.423 0.533 -0.202  0.18
N: -0.246 0.908 -0.651  -0.49
H: 2.441 0.771 -0.048  0.38
H: 2.402 -0.895 -0.133  0.38
H: -2.018 -1.076 1.052  0.41
H: -2.373 1.008 -0.417  0.20


Tell me which of them is the least stable. Sure, it is A.